{
  "formula": "C26H34BCl3CsGeN9O4",
  "method": "ωB97M-V with the def2-TZVPD basis set",
  "symbols": ["Cs", "C", "N", "C", "C", "O", "C", "O", "C", "C", "O", "N", "C", "C", "H", "H", "H", "H", "H", "H", "H", "H", "H", "H", "H", "H", "H", "H", "H", "H", "O", "C", "N", "C", "C", "C", "C", "C", "C", "N", "C", "C", "C", "C", "C", "N", "H", "H", "H", "H", "H", "H", "H", "H", "H", "H", "B", "N", "C", "C", "C", "N", "N", "C", "C", "C", "N", "H", "H", "H", "H", "H", "H", "H", "H", "Cl", "Ge", "Cl", "Cl"],
  "positions_angstrom": [[-0.824, -0.137, 0.331], [3.068, -3.547, -1.306], [2.996, -2.469, -2.278], [4.048, -2.404, -3.271], [2.092, -1.475, -2.091], [1.262, -1.495, -1.203], [2.159, -0.284, -3.060], [1.424, 0.806, -2.583], [0.062, 0.808, -2.949], [-0.706, 1.953, -2.299], [-1.842, 1.689, -1.818], [-0.234, 3.182, -2.298], [-1.040, 4.273, -1.763], [1.097, 3.541, -2.777], [3.031, -4.512, -1.814], [2.228, -3.463, -0.622], [3.996, -3.482, -0.730], [4.368, -3.420, -3.502], [4.922, -1.847, -2.918], [3.696, -1.956, -4.198], [1.820, -0.601, -4.056], [3.192, 0.056, -3.152], [-0.442, -0.114, -2.654], [-0.049, 0.917, -4.039], [-1.835, 3.873, -1.145], [-1.462, 4.845, -2.593], [-0.408, 4.907, -1.147], [1.325, 3.036, -3.712], [1.838, 3.281, -2.022], [1.103, 4.615, -2.950], [-3.241, -4.489, 1.116], [-2.908, -3.278, 1.124], [-1.745, -2.754, 1.430], [-0.787, -3.741, 1.838], [0.543, -3.156, 2.264], [1.646, -4.007, 2.406], [2.864, -3.490, 2.799], [2.968, -2.125, 3.040], [1.831, -1.355, 2.878], [0.649, -1.850, 2.506], [-4.000, -2.278, 0.732], [-5.188, -2.782, 0.202], [-6.195, -1.909, -0.159], [-6.007, -0.547, 0.037], [-4.801, -0.135, 0.579], [-3.815, -0.967, 0.909], [-0.587, -4.481, 1.046], [-1.170, -4.349, 2.675], [1.527, -5.064, 2.200], [3.725, -4.138, 2.913], [3.902, -1.670, 3.339], [1.863, -0.280, 3.038], [-5.271, -3.854, 0.092], [-7.119, -2.278, -0.589], [-6.764, 0.177, -0.231], [-4.612, 0.921, 0.757], [0.618, 3.851, 1.789], [1.799, 2.954, 1.313], [2.977, 2.798, 1.937], [3.691, 1.807, 1.291], [2.836, 1.413, 0.253], [1.700, 2.104, 0.271], [-0.220, 3.094, 2.861], [-0.488, 3.481, 4.118], [-1.289, 2.522, 4.711], [-1.462, 1.564, 3.702], [-0.818, 1.917, 2.595], [1.081, 4.832, 2.333], [-0.066, 4.121, 0.837], [3.220, 3.400, 2.798], [4.672, 1.431, 1.529], [2.988, 0.648, -0.493], [-0.085, 4.404, 4.501], [-1.682, 2.516, 5.714], [-2.008, 0.632, 3.726], [-3.292, -0.892, -3.078], [-3.689, 1.233, -2.898], [-2.809, 2.089, -4.741], [-5.869, 1.384, -3.388]],
  "gap_ha": [0.2274, 0.1822],
  "charge": -1,
  "relative_energy_ev": 0.0000,
  "homo_ev": [-4.59, -4.59],
  "spin_multiplicity": 2
}